Record 1
{"formula": "C25H21Cl3O2PTi", "method": "the ωB97M-V functional and the def2-TZVPD basis", "symbols": ["C", "C", "C", "H", "C", "C", "H", "H", "H", "H", "Ti", "Cl", "P", "C", "C", "H", "C", "H", "C", "H", "C", "H", "C", "H", "C", "C", "H", "C", "H", "C", "H", "C", "H", "C", "H", "C", "C", "H", "C", "H", "C", "H", "C", "H", "C", "H", "Cl", "C", "Cl", "C", "O", "O", "H"], "xyz": [[-0.90840, -1.59841, 3.38950], [-0.76895, -2.15610, 2.07863], [0.63535, -2.34065, 1.82262], [-1.58316, -2.45829, 1.42717], [1.35552, -1.92008, 2.99088], [0.40308, -1.41723, 3.94284], [0.61912, -1.05775, 4.94728], [-1.84372, -1.42930, 3.91102], [1.06659, -2.79827, 0.93825], [2.42588, -2.00822, 3.14518], [0.31764, -0.11179, 2.14573], [2.36741, 0.81561, 2.08061], [0.20702, 0.02302, -0.46613], [1.43032, -1.04718, -1.31297], [1.13096, -1.77726, -2.47294], [0.12350, -1.76534, -2.88678], [2.13031, -2.52547, -3.10520], [1.88767, -3.08472, -4.00974], [3.42965, -2.54952, -2.59134], [4.20988, -3.12532, -3.09258], [3.73241, -1.83496, -1.42905], [4.74113, -1.84852, -1.01374], [2.73987, -1.09434, -0.79452], [2.97549, -0.53609, 0.11242], [-1.41876, -0.42897, -1.17870], [-1.84710, -1.77006, -1.11961], [-1.17200, -2.54597, -0.75179], [-3.13344, -2.11727, -1.53457], [-3.46283, -3.15355, -1.44730], [-3.98652, -1.14290, -2.06391], [-4.98189, -1.42121, -2.41204], [-3.56210, 0.18616, -2.14058], [-4.21848, 0.94925, -2.56133], [-2.29520, 0.54886, -1.68141], [-1.97379, 1.58985, -1.72462], [0.54139, 1.68052, -1.15684], [1.07438, 1.83672, -2.44143], [1.33830, 0.95801, -3.03344], [1.27110, 3.11308, -2.97187], [1.66772, 3.22487, -3.98154], [0.95930, 4.24716, -2.21084], [1.11621, 5.24455, -2.62264], [0.44975, 4.09590, -0.91517], [0.21252, 4.97499, -0.31240], [0.23355, 2.82469, -0.39153], [-0.17916, 2.71290, 0.61595], [-1.81652, 0.80785, 5.60494], [-1.21191, 2.15463, 4.63142], [0.57080, 2.24561, 4.53275], [-1.71332, 1.98797, 3.20323], [-2.55769, 2.74252, 2.76281], [-1.13782, 1.01154, 2.51103], [-1.59105, 3.08851, 5.03428]], "atomic_forces_ev_per_a": [[0.756, -1.093, -0.412], [0.430, -0.040, 0.867], [-0.120, -0.316, 1.282], [0.219, 0.290, 0.154], [-0.889, -0.917, 0.204], [0.090, -1.296, -0.188], [0.025, 0.020, -0.413], [0.239, 0.315, -0.312], [-0.043, 0.261, 0.128], [-0.279, 0.303, -0.142], [-1.120, 0.919, -0.979], [1.015, 0.711, -0.131], [0.178, 0.055, -0.169], [0.256, -0.258, -0.305], [0.314, 0.009, 0.124], [0.240, 0.027, 0.070], [0.057, 0.083, 0.125], [0.085, 0.140, 0.245], [-0.130, 0.043, 0.036], [-0.264, 0.146, 0.124], [-0.212, -0.025, -0.153], [-0.283, -0.014, -0.139], [-0.240, 0.069, -0.036], [-0.052, -0.145, -0.277], [-0.345, -0.143, -0.112], [-0.189, 0.328, -0.053], [-0.188, 0.238, -0.095], [0.147, 0.162, -0.081], [0.077, 0.279, -0.104], [0.180, 0.092, 0.121], [0.269, 0.086, 0.108], [0.023, -0.191, 0.041], [0.159, -0.225, 0.157], [0.232, -0.348, 0.052], [-0.118, -0.269, -0.003], [0.012, 0.502, 0.048], [-0.058, 0.152, 0.006], [-0.093, 0.259, 0.157], [-0.086, 0.161, 0.236], [-0.078, -0.032, 0.281], [-0.037, -0.384, 0.126], [-0.029, -0.274, 0.107], [0.023, 0.060, -0.237], [0.074, -0.278, -0.196], [0.080, -0.412, -0.143], [0.142, 0.025, -0.330], [0.144, 0.104, 0.260], [0.300, 0.161, -0.381], [-0.371, -0.026, 0.545], [-0.365, -0.095, -1.486], [0.658, -0.620, 0.462], [-0.896, 1.537, 0.740], [0.060, -0.136, 0.070]], "spin_multiplicity": 2, "s2": 0.75, "energy_ev": -100335.69697, "e_lumo_ev": [0.2, 0.3], "gap_ev": [7.6, 9.3]}

Record 2
{"formula": "C12H21N2O8P", "method": "the ωB97M-V functional and the def2-TZVPD basis", "symbols": ["C", "O", "C", "C", "C", "C", "C", "C", "C", "O", "C", "O", "C", "C", "O", "C", "N", "N", "H", "H", "H", "H", "H", "H", "H", "H", "H", "H", "H", "H", "H", "H", "H", "H", "H", "H", "H", "H", "H", "O", "P", "O", "O", "O"], "xyz": [[-2.90196, 1.52760, 3.88105], [-3.77680, 1.64896, 2.66776], [-3.11055, 2.48862, 1.65860], [-2.17326, 1.59526, 0.60009], [-1.60832, 2.38481, -0.72885], [-0.63035, 1.51376, -1.76622], [-0.03506, 2.30167, -3.07495], [-0.33231, -0.06003, -1.36420], [0.66050, -1.00457, -2.31737], [1.57725, -1.69807, -1.39913], [2.85278, -0.98413, -1.23318], [2.75946, 0.30859, -0.53682], [2.43427, 0.14458, 0.89595], [3.50019, 1.09258, 1.76816], [4.46339, 1.72445, 0.83023], [-1.03143, -0.71131, 0.00850], [-0.84232, -2.17370, 0.42954], [-1.91528, 0.13335, 0.93910], [-3.14086, 2.41154, 4.64662], [-3.17954, 0.49420, 4.40978], [-1.76160, 1.47996, 3.62076], [-3.83382, 3.18084, 1.04850], [-2.32949, 3.19973, 2.21269], [-1.89092, 3.52583, -0.93144], [0.49718, 3.28995, -2.66860], [0.78965, 1.72174, -3.67266], [-0.95374, 2.62957, -3.76190], [-0.07158, -1.78782, -2.84256], [1.18822, -0.38891, -3.16107], [3.47161, -0.86149, -2.24214], [3.53620, -1.67985, -0.54526], [1.35610, 0.57257, 1.17649], [2.49175, -0.97197, 1.26132], [4.04856, 0.46209, 2.59083], [2.92660, 1.96954, 2.32191], [4.49897, 2.69148, 1.09511], [-0.71260, -2.26262, 1.46167], [-1.68844, -2.73704, 0.11820], [-2.30401, -0.33102, 1.81322], [-0.37922, -4.16867, -2.78555], [-0.56564, -5.36805, -1.84187], [0.52852, -5.34537, -0.76200], [-0.46450, -6.67396, -2.64731], [-1.94757, -5.28471, -1.17298]], "atomic_forces_ev_per_a": [[-0.551, -0.629, 0.535], [2.202, 0.994, 0.564], [2.240, -0.006, -0.596], [0.842, 1.866, -3.031], [0.059, -4.708, 2.434], [-0.706, -1.609, 2.075], [-0.429, 0.276, 1.369], [-2.174, 1.943, 2.441], [-2.240, 0.075, 0.814], [1.821, 2.302, -1.373], [0.579, -1.370, 0.758], [-0.684, -2.032, 0.954], [-0.120, 0.803, 0.801], [-0.519, 0.307, -0.062], [-0.763, 1.054, 1.970], [1.672, 0.326, -2.710], [-1.586, 2.986, -0.755], [0.775, 1.899, -1.717], [0.620, -1.784, -1.710], [0.478, 2.302, -1.212], [-2.189, 0.242, 0.309], [1.062, -1.675, 1.338], [-1.764, -1.294, -1.022], [0.584, -2.812, 0.688], [-1.130, -1.891, -0.974], [-1.870, 0.922, 1.168], [2.108, -0.686, 1.159], [1.969, 1.209, 1.402], [-0.768, -0.906, 1.851], [-1.727, 0.281, 1.918], [-1.706, 1.159, -1.460], [2.146, -1.125, -1.099], [-0.061, 2.131, -0.961], [-0.837, 1.112, -1.623], [0.946, -1.936, -1.082], [-0.058, -1.920, -0.548], [-0.244, 0.211, -1.144], [1.477, 0.463, 0.356], [0.653, 1.175, -1.963], [0.276, 0.311, -0.211], [0.148, -0.410, -0.075], [-0.038, 0.341, 0.223], [-0.266, 0.094, -0.219], [-0.225, 0.007, 0.420]], "relative_energy_kcal_mol": 243.7, "total_charge": -2, "energy_ev": -41418.14142, "e_lumo_ev": 3.7, "gap_ev": 2.4}

Record 3
{"formula": "C7H8BrPS", "method": "the ωB97M-V functional and the def2-TZVPD basis", "symbols": ["C", "P", "S", "Br", "C", "C", "C", "C", "C", "C", "H", "H", "H", "H", "H", "H", "H", "H"], "xyz": [[2.12117, -0.74567, 1.84856], [2.12163, -0.70248, -0.02410], [3.07082, -2.19979, -0.82064], [3.27331, 1.29238, -0.25826], [0.39121, -0.22238, -0.68333], [-0.54150, -1.22836, -0.77796], [-1.84530, -0.88021, -1.36522], [-2.17532, 0.40369, -1.59967], [-1.30053, 1.43925, -1.31404], [0.00176, 1.10586, -0.93879], [1.60033, 0.28612, 2.12288], [1.64460, -1.59849, 2.27115], [3.14770, -0.78935, 2.23850], [-0.30730, -2.28692, -0.65175], [-2.64088, -1.58977, -1.66986], [-3.17108, 0.57097, -2.03437], [-1.51897, 2.53094, -1.35012], [0.70404, 1.86514, -0.59412]], "atomic_forces_ev_per_a": [[-0.567, 2.952, -0.634], [0.255, 0.292, 0.328], [-0.740, 0.554, 0.146], [-0.415, -0.701, 0.053], [0.741, -0.287, 0.858], [-2.198, -0.258, -2.111], [1.497, -2.062, 0.936], [-1.280, 1.297, -0.628], [1.590, 0.982, 0.273], [-0.044, 0.237, 1.172], [1.070, -2.306, -0.118], [-0.906, -0.586, -0.003], [-0.171, 0.396, -0.513], [0.061, 0.362, 0.205], [1.062, -0.096, 0.614], [0.492, 0.279, 0.297], [-0.196, -1.137, -0.254], [-0.250, 0.083, -0.620]], "relative_energy_kcal_mol": 0.0, "smiles": "C[P@](=S)(Br)c1ccccc1", "energy_ev": -97555.96452, "e_lumo_ev": 0.2, "gap_ev": 9.2}

Record 4
{"formula": "C33H67ClF7N4O10S", "method": "the ωB97M-V functional and the def2-TZVPD basis", "symbols": ["C", "C", "C", "O", "C", "N", "C", "N", "C", "C", "S", "O", "O", "C", "F", "F", "C", "F", "F", "C", "F", "F", "F", "N", "C", "O", "N", "C", "C", "O", "Cl", "H", "H", "H", "H", "H", "H", "H", "H", "H", "H", "H", "H", "H", "H", "H", "H", "H", "C", "C", "O", "C", "C", "H", "H", "H", "H", "H", "H", "H", "H", "H", "H", "C", "C", "O", "C", "C", "H", "H", "H", "H", "H", "H", "H", "H", "H", "H", "C", "C", "O", "C", "C", "H", "H", "H", "H", "H", "H", "H", "H", "H", "H", "C", "C", "O", "C", "C", "H", "H", "H", "H", "H", "H", "H", "H", "H", "H", "C", "C", "O", "C", "C", "H", "H", "H", "H", "H", "H", "H", "H", "H", "H"], "xyz": [[5.66000, 0.86485, 2.66392], [5.52529, 2.38858, 2.30653], [4.23463, 3.05368, 2.87328], [3.21444, 3.24343, 1.85183], [1.99904, 3.49002, 2.56575], [1.10517, 4.26955, 1.72776], [-0.03459, 4.07017, 0.97418], [-0.65957, 2.89433, 0.78407], [-1.92016, 2.94031, -0.04235], [-1.61902, 2.55787, -1.55500], [-0.23036, 1.35607, 1.32415], [1.14490, 0.99895, 1.05253], [-1.03104, 0.39548, 0.60872], [-0.71970, 1.20975, 3.09523], [-2.02339, 0.83106, 3.11517], [-0.71539, 2.46978, 3.66657], [0.07690, 0.23259, 4.02540], [1.11736, 0.82030, 4.69307], [-0.79078, -0.13713, 5.01482], [0.62982, -1.11058, 3.41415], [0.68995, -1.99106, 4.45785], [1.90535, -1.01821, 2.98867], [-0.17939, -1.68470, 2.51596], [-0.38655, 5.29021, 0.47074], [0.50324, 6.24633, 0.83329], [0.53180, 7.54257, 0.56687], [1.41463, 5.56240, 1.60095], [2.52006, 6.39317, 2.10137], [3.46588, 6.74380, 0.87782], [3.77684, 7.85528, 0.67009], [4.12867, 5.47820, -0.19921], [4.80319, 0.24764, 2.32147], [6.61482, 0.48024, 2.22767], [5.79912, 0.79694, 3.77380], [6.39484, 2.89475, 2.79547], [5.57910, 2.57139, 1.20498], [4.52298, 4.09421, 3.19483], [3.86120, 2.48384, 3.75644], [2.30831, 4.04447, 3.49294], [1.63534, 2.50932, 2.92354], [-2.40781, 3.93458, -0.02336], [-2.68684, 2.23380, 0.35600], [-2.41266, 1.89777, -1.96266], [-0.60480, 2.09779, -1.60318], [-1.59499, 3.50955, -2.12676], [0.95609, 7.66741, -0.30636], [2.20048, 7.38076, 2.50143], [3.17747, 5.92027, 2.85869], [-4.59654, -0.61695, -4.08885], [-5.15868, 0.57329, -3.33121], [-4.87581, 1.82364, -3.94466], [-5.38266, 2.00138, -5.26169], [-6.89448, 1.89777, -5.35290], [-3.51507, -0.51833, -4.20811], [-4.80620, -1.54368, -3.55154], [-5.02831, -0.70576, -5.08658], [-4.70288, 0.60985, -2.33818], [-6.23672, 0.46579, -3.17087], [-4.89523, 1.30428, -5.95094], [-5.08070, 3.00065, -5.57325], [-7.25414, 0.90919, -5.06243], [-7.22680, 2.08593, -6.37525], [-7.36841, 2.62535, -4.69037], [-2.76136, 3.74372, -6.46909], [-2.00722, 3.46639, -5.18331], [-0.97978, 2.49654, -5.32029], [0.05521, 2.80470, -6.24092], [0.81523, 4.07555, -5.90378], [-3.19507, 2.82210, -6.85963], [-3.56324, 4.46209, -6.28878], [-2.11527, 4.15550, -7.24633], [-2.70704, 3.06952, -4.44475], [-1.59925, 4.39123, -4.75661], [-0.34257, 2.84214, -7.25991], [0.74827, 1.96121, -6.21349], [0.16991, 4.95563, -5.92863], [1.62411, 4.23542, -6.61883], [1.24212, 4.01092, -4.89973], [-3.16554, -2.62023, -0.18106], [-4.38086, -3.15053, -0.92163], [-4.06449, -4.07335, -1.94954], [-3.38942, -5.25447, -1.54675], [-4.17176, -6.09291, -0.55026], [-2.46942, -2.14712, -0.87763], [-3.46900, -1.88346, 0.56616], [-2.62231, -3.41402, 0.33441], [-4.89140, -2.31659, -1.40753], [-5.10404, -3.59120, -0.22664], [-2.39295, -5.00931, -1.16352], [-3.23247, -5.84298, -2.45302], [-4.34853, -5.55628, 0.38378], [-3.62585, -7.00769, -0.31085], [-5.14676, -6.36393, -0.96057], [-0.82445, -8.31344, -1.99851], [-2.04368, -8.84130, -2.73596], [-1.72796, -9.76326, -3.76488], [-1.05277, -10.94460, -3.36272], [-1.83100, -11.78470, -2.36540], [-0.13069, -7.84009, -2.69662], [-1.12308, -7.57785, -1.24809], [-0.28074, -9.10940, -1.48743], [-2.55362, -8.00486, -3.21811], [-2.76676, -9.28335, -2.04101], [-0.05638, -10.70019, -2.97966], [-0.89650, -11.52990, -4.27118], [-2.00575, -11.25004, -1.42984], [-1.28288, -12.69859, -2.12933], [-2.80675, -12.05649, -2.77359], [6.09025, 2.08579, 8.74660], [5.71663, 0.96370, 7.79398], [6.71848, 0.67536, 6.83113], [7.97903, 0.26371, 7.34114], [7.91700, -1.00413, 8.17388], [6.31886, 2.99855, 8.19172], [5.26659, 2.29005, 9.43340], [6.96863, 1.83833, 9.34387], [4.82793, 1.25797, 7.23054], [5.44657, 0.05513, 8.34253], [8.44664, 1.08045, 7.90025], [8.61513, 0.08380, 6.47188], [7.30110, -0.87687, 9.06589], [8.91759, -1.29405, 8.49877], [7.48597, -1.82248, 7.59322]], "atomic_forces_ev_per_a": [[0.550, 0.636, 0.183], [-0.139, -0.415, 0.191], [1.354, 0.592, -0.311], [-0.740, -0.155, 1.137], [2.117, -0.980, 0.520], [-0.477, -1.014, 0.129], [2.133, 2.975, 0.864], [-1.348, -0.092, 0.224], [-1.412, -0.817, -1.628], [0.280, 0.780, 0.862], [1.249, -3.860, -4.000], [-0.130, 2.267, 1.929], [-1.222, 1.652, 1.193], [-1.704, 1.397, 1.521], [1.269, 0.059, -0.440], [0.512, -0.924, -0.522], [0.313, -0.982, 1.599], [-0.700, 0.161, -1.298], [0.295, 0.511, -1.112], [0.842, -2.184, 1.233], [-0.137, 0.856, -0.611], [-1.363, 0.495, -0.330], [0.597, 1.105, 0.095], [-0.757, -0.114, -0.728], [-0.662, -5.227, 0.806], [0.335, -1.019, -0.166], [0.382, 4.965, -0.169], [2.001, -0.694, -0.495], [0.135, -0.430, 0.372], [0.001, 0.883, 0.051], [-0.723, 0.078, 0.702], [0.540, 0.406, 0.224], [-0.889, 0.173, 0.194], [-0.366, -0.167, -0.855], [-0.678, -0.248, -0.550], [-0.057, -0.104, 0.866], [-0.345, -0.806, 0.093], [0.059, 0.280, -0.645], [-0.977, 0.048, -0.746], [-0.539, 0.796, -0.501], [0.844, -0.417, 0.473], [1.021, 0.442, 0.070], [0.679, 0.375, 0.248], [-0.931, 0.071, -0.231], [0.020, -0.740, 0.115], [-0.302, 0.306, 0.203], [-0.262, -0.903, -0.389], [-0.684, -0.073, -0.426], [0.034, 0.028, -0.086], [-0.017, -0.137, -0.109], [0.137, 0.181, 0.170], [-0.186, -0.035, -0.034], [-0.071, -0.126, 0.142], [-0.030, -0.011, 0.042], [0.033, 0.022, -0.035], [-0.063, -0.052, 0.052], [0.019, 0.165, -0.042], [-0.001, -0.042, -0.049], [-0.062, -0.067, 0.000], [0.037, -0.048, 0.210], [0.002, -0.006, -0.103], [0.037, 0.014, 0.036], [0.035, 0.012, -0.057], [0.177, 0.054, -0.233], [-0.059, 0.022, 0.060], [0.005, -0.143, 0.198], [0.067, 0.008, -0.047], [-0.088, 0.137, 0.075], [0.018, 0.044, 0.024], [0.037, -0.019, -0.007], [-0.014, 0.084, 0.047], [0.115, -0.153, -0.034], [0.010, 0.077, -0.111], [0.002, 0.099, -0.013], [-0.162, -0.045, 0.096], [0.035, -0.001, -0.093], [-0.022, -0.035, 0.033], [0.025, -0.046, -0.048], [0.136, -0.037, 0.002], [0.014, -0.066, 0.089], [-0.049, 0.116, -0.219], [-0.009, -0.126, 0.066], [-0.089, 0.091, 0.096], [-0.049, 0.021, 0.020], [-0.001, -0.010, -0.040], [-0.056, 0.020, 0.065], [0.006, -0.117, -0.111], [0.054, 0.006, 0.066], [-0.006, -0.012, 0.092], [-0.070, 0.206, -0.066], [0.080, -0.056, 0.025], [-0.014, 0.026, -0.039], [0.067, -0.022, -0.025], [0.104, -0.066, 0.021], [0.051, -0.028, 0.063], [-0.071, 0.089, -0.188], [0.015, -0.098, 0.039], [-0.110, 0.078, 0.102], [-0.064, 0.019, 0.012], [-0.001, -0.011, -0.037], [-0.058, 0.028, 0.073], [0.011, -0.143, -0.163], [0.061, 0.004, 0.081], [-0.008, -0.011, 0.089], [-0.071, 0.183, -0.050], [0.078, -0.050, 0.021], [-0.013, 0.032, -0.039], [0.062, -0.017, -0.019], [0.112, 0.035, 0.021], [0.046, -0.010, 0.097], [-0.123, 0.076, -0.277], [0.124, -0.089, 0.064], [-0.165, -0.028, 0.073], [-0.041, -0.027, 0.011], [0.020, -0.012, -0.039], [-0.069, -0.028, 0.054], [0.103, -0.065, -0.131], [0.031, 0.034, 0.069], [-0.022, -0.021, 0.080], [-0.173, 0.088, -0.063], [0.093, 0.016, 0.035], [-0.029, 0.022, -0.041], [0.061, 0.030, -0.006]], "total_charge": 1, "energy_ev": -104110.09546, "e_lumo_ev": -3.6, "gap_ev": 7.1}